Molecular formula: C21H13AuCl7O4
Method: DFT, ωB97M-V with the def2-TZVPD basis set

Its gap between HOMO and LUMO is 4.0 eV. The value obtained for the HOMO energy is -10.6 eV.

```
! RIJCOSX wB97M-V def2-TZVPD def2/J DEFGRID3
* xyz 1 1
Au 0.56 -1.38 1.09
O -1.73 1.06 0.75
C -3.17 -0.34 3.34
C 0.21 2.38 2.52
O -0.75 2.48 3.18
O 1.17 2.27 1.91
C -3.81 0.20 2.37
C -5.91 0.35 1.03
C -5.96 1.12 -0.06
C -5.13 2.32 0.14
C -4.57 2.28 1.35
C -5.01 1.01 2.05
C -2.38 -0.91 4.26
C -2.38 -2.33 4.43
C -1.55 -2.88 5.37
C -0.72 -2.05 6.13
C -0.70 -0.65 5.97
C -1.50 -0.07 5.03
H -0.39 -2.12 2.12
H -6.41 -0.58 1.20
H -6.54 0.92 -0.95
H -5.00 3.11 -0.58
H -3.91 3.00 1.81
H -5.54 1.20 2.99
H -3.02 -2.94 3.81
H -1.53 -3.95 5.51
H -0.07 -2.49 6.87
H -0.04 -0.05 6.57
H -1.50 0.99 4.86
Cl -5.40 -4.15 -1.10
C -4.27 -2.86 -1.23
C -3.86 -2.18 -0.12
Cl -4.43 -2.68 1.43
C -2.91 -1.15 -0.27
Cl -2.41 -0.17 1.18
C -2.19 -0.81 -1.47
O -1.27 -0.02 -1.61
C -2.74 -1.57 -2.61
Cl -2.05 -1.16 -4.12
C -3.71 -2.52 -2.50
Cl -4.28 -3.34 -3.89
Cl 2.05 -0.21 -0.48
C 1.53 -0.79 -2.11
Cl 1.35 -2.53 -2.14
H 2.32 -0.48 -2.78
H 0.57 -0.32 -2.30
*
```

What are the Mulliken partial charges on each atom? They are as follows, in elementary charge units: -0.0122, -0.4858, -0.6152, 0.8383, -0.4519, -0.3739, -0.3227, -0.7986, -0.5295, -0.3750, -0.8366, 0.2711, 1.0755, -0.1056, -0.8161, -0.1848, -0.8989, -0.2078, -0.0316, 0.5600, 0.5126, 0.4914, 0.4916, 0.5468, 0.3410, 0.4537, 0.4281, 0.4470, 0.6177, -0.1793, 0.4002, 0.1286, -0.1757, -0.1895, 1.4166, -0.1712, -0.7924, 0.5720, -0.1444, 0.0876, -0.1587, -0.1462, -0.0794, -0.1196, 0.3929, 0.1302

Molecular formula: C3H6N4
Method: DFT, ωB97M-V with the def2-TZVPD basis set

Its gap between HOMO and LUMO is 10.8 eV. The value obtained for the HOMO energy is -10.4 eV.

```
! RIJCOSX wB97M-V def2-TZVPD def2/J DEFGRID3
* xyz 0 1
C 0.58 0.69 -0.20
C -1.33 1.55 -0.34
C -0.28 -1.57 0.48
N 2.05 -0.83 0.09
N 1.73 1.20 -0.51
N 2.62 0.26 -0.27
N 0.70 -0.64 0.02
H -1.62 1.31 -1.40
H -1.77 0.93 0.42
H -1.21 2.55 -0.16
H -1.18 -1.10 0.18
H -0.15 -2.61 0.11
H -0.14 -1.73 1.58
*
```

What are the Mulliken partial charges on each atom? They are as follows, in elementary charge units: 0.2927, -0.8163, -0.6851, -0.4065, -0.3092, -0.3204, 0.4879, 0.2718, 0.3460, 0.3392, 0.2900, 0.2519, 0.2579